[1]
Formula: C22H53BrN3O3Si4
Source: the Open Molecules 2025 dataset
Level of theory: ωB97M-V/def2-TZVPD

The geometry in XYZ format:
```
86
C22H53BrN3O3Si4 (ωB97M-V/def2-TZVPD)
C -7.24 -1.90 -3.59
C -5.82 -1.08 -3.91
C -4.56 -1.61 -2.95
C -4.81 -0.85 -1.48
C -3.92 -1.53 -0.28
C -4.20 -0.86 1.22
N -5.69 -0.60 1.29
N -6.43 -1.76 1.50
C -7.88 -1.24 1.48
Br -9.59 -2.33 1.67
N -7.88 0.28 1.25
C -6.42 0.71 1.11
C -5.75 2.17 0.81
C -4.71 2.63 1.99
O -3.44 2.93 1.69
H -7.33 -2.22 -2.44
H -8.20 -1.23 -3.78
H -7.30 -2.89 -4.25
H -6.05 0.05 -3.64
H -5.54 -1.20 -5.05
H -4.66 -2.78 -2.79
H -3.53 -1.32 -3.42
H -5.98 -0.89 -1.32
H -4.49 0.30 -1.55
H -4.15 -2.69 -0.19
H -2.76 -1.41 -0.48
H -3.85 -1.63 2.04
H -3.56 0.13 1.39
H -8.70 0.94 1.18
H -6.61 2.97 0.63
H -5.15 2.09 -0.22
H -5.11 2.73 3.08
O 1.05 -0.14 3.36
Si 1.90 -0.15 4.82
C 0.84 0.64 6.17
C 3.49 0.83 4.64
C 2.36 -1.87 5.39
Si 0.38 1.02 2.34
C -0.44 0.29 0.82
C 1.72 2.20 1.75
C -0.93 2.01 3.27
H 0.69 1.70 5.96
H 1.33 0.55 7.14
H -0.14 0.15 6.22
H 4.08 0.46 3.79
H 4.10 0.75 5.54
H 3.28 1.89 4.47
H 3.00 -2.38 4.66
H 1.47 -2.49 5.55
H 2.90 -1.81 6.34
H 0.27 -0.27 0.21
H -0.86 1.09 0.20
H -1.26 -0.38 1.10
H 2.12 2.78 2.58
H 1.32 2.90 1.01
H 2.54 1.64 1.29
H -0.47 2.59 4.08
H -1.67 1.34 3.71
H -1.44 2.70 2.60
O 5.07 0.48 -3.34
Si 6.72 0.74 -3.55
C 7.48 -0.71 -4.48
C 7.56 0.90 -1.87
C 7.10 2.30 -4.52
Si 4.09 -0.68 -2.59
C 2.26 -0.32 -2.76
C 4.50 -0.75 -0.76
C 4.42 -2.37 -3.36
H 7.43 -1.62 -3.87
H 8.53 -0.51 -4.71
H 6.94 -0.89 -5.41
H 7.06 1.67 -1.27
H 8.61 1.17 -1.99
H 7.51 -0.04 -1.32
H 6.72 3.19 -4.02
H 6.68 2.25 -5.53
H 8.19 2.41 -4.62
H 2.00 0.64 -2.30
H 1.68 -1.11 -2.26
H 1.95 -0.30 -3.81
H 5.51 -1.12 -0.60
H 3.80 -1.43 -0.24
H 4.41 0.24 -0.30
H 5.44 -2.70 -3.15
H 4.28 -2.32 -4.44
H 3.73 -3.11 -2.95
```

Computed properties:
Energy: -4991.800174 a.u.
LUMO: -4.408 eV
Total charge: +1
HOMO level: -11.2 eV



[2]
Formula: C22H53NO12PS
Source: the Open Molecules 2025 dataset
Level of theory: ωB97M-V/def2-TZVPD

The geometry in XYZ format:
```
90
C22H53NO12PS (ωB97M-V/def2-TZVPD)
O 1.39 4.07 -3.39
P 0.22 5.34 -3.81
O 0.37 5.62 -5.56
C -1.54 4.65 -3.39
S -1.57 3.98 -1.61
C -1.87 3.46 -4.47
O -3.30 3.23 -4.73
C -4.04 4.49 -4.92
C -3.93 5.37 -3.51
N -2.48 5.84 -3.44
H 0.94 3.17 -3.58
H 1.25 6.12 -5.69
H -2.51 2.92 -1.50
H -1.26 3.56 -5.49
H -1.47 2.45 -3.98
H -5.19 4.19 -5.01
H -3.70 5.12 -5.85
H -4.70 6.27 -3.55
H -4.23 4.63 -2.65
H -2.31 6.56 -2.69
H -2.30 6.35 -4.35
C 1.91 1.26 -1.27
O 1.45 0.27 -0.37
C 0.33 0.72 0.40
C -0.69 -0.41 0.59
O -1.43 -0.73 -0.60
C -0.71 -1.43 -1.63
C -0.33 -2.86 -1.25
O 0.79 -2.86 -0.36
C 0.82 -3.98 0.50
H 2.37 2.09 -0.73
H 2.66 0.81 -1.93
H 1.09 1.63 -1.90
H -0.16 1.58 -0.07
H 0.71 1.02 1.38
H -1.43 -0.07 1.31
H -0.23 -1.31 1.02
H 0.15 -0.85 -1.97
H -1.40 -1.48 -2.48
H -0.03 -3.42 -2.14
H -1.19 -3.36 -0.78
H -0.14 -4.11 1.02
H 1.59 -3.82 1.25
H 1.06 -4.89 -0.07
C 8.34 4.88 3.71
O 6.99 4.50 3.55
C 6.19 5.54 2.98
C 5.18 4.96 1.98
O 5.76 4.51 0.75
C 6.52 3.29 0.81
C 5.67 2.05 1.09
O 5.31 1.99 2.47
C 4.09 1.31 2.70
H 8.43 5.65 4.49
H 8.91 4.00 4.01
H 8.76 5.26 2.77
H 6.81 6.29 2.47
H 5.65 6.02 3.80
H 4.50 5.77 1.70
H 4.56 4.18 2.43
H 7.35 3.39 1.51
H 6.96 3.18 -0.18
H 6.24 1.15 0.86
H 4.77 2.08 0.46
H 3.29 1.71 2.07
H 3.80 1.46 3.74
H 4.22 0.24 2.51
C -3.52 -4.03 0.84
O -3.38 -5.39 1.21
C -3.02 -5.56 2.58
C -3.76 -6.76 3.19
O -5.15 -6.53 3.42
C -5.99 -6.51 2.26
C -6.12 -7.87 1.57
O -4.95 -8.16 0.81
C -4.70 -9.55 0.67
H -2.55 -3.54 0.85
H -3.94 -3.99 -0.17
H -4.21 -3.51 1.52
H -3.25 -4.66 3.16
H -1.94 -5.74 2.61
H -3.32 -6.93 4.18
H -3.59 -7.67 2.62
H -5.68 -5.73 1.57
H -6.98 -6.23 2.63
H -6.97 -7.85 0.87
H -6.30 -8.65 2.32
H -4.72 -10.05 1.65
H -3.71 -9.68 0.24
H -5.45 -10.00 0.00
```

Computed properties:
Energy: -2566.673789 a.u.
LUMO: -3.433 eV
Total charge: +1
HOMO level: -10.3 eV



[3]
Formula: C22H55AsCl2F6N7O9Tl
Source: the Open Molecules 2025 dataset
Level of theory: ωB97M-V/def2-TZVPD

The geometry in XYZ format:
```
103
C22H55AsCl2F6N7O9Tl (ωB97M-V/def2-TZVPD)
Tl 0.22 -2.65 -4.14
As 0.71 -0.14 -0.35
F 1.03 0.85 1.07
F -0.93 -0.30 0.22
F 0.39 -1.07 -1.78
F 2.35 0.04 -0.87
F 1.12 -1.56 0.55
F 0.26 1.31 -1.20
Cl -3.23 3.44 -0.41
C -2.59 3.81 -2.03
C -3.68 3.40 -3.02
Cl -3.27 3.84 -4.70
H -1.63 3.34 -2.27
H -2.34 4.87 -2.13
H -4.59 3.89 -2.69
H -3.84 2.33 -3.03
C -4.11 2.14 5.28
C -3.01 1.64 4.35
C -2.86 2.51 3.11
O -1.74 1.51 5.02
H -4.02 1.78 6.30
H -5.03 1.71 4.88
H -4.19 3.22 5.15
H -3.29 0.66 3.95
H -2.06 2.17 2.44
H -2.45 3.50 3.37
H -3.80 2.71 2.61
H -1.62 2.32 5.54
C -1.49 -2.30 4.99
C -0.25 -1.79 5.73
C 0.89 -1.27 4.85
O -0.64 -0.62 6.43
H -2.35 -2.33 5.65
H -1.30 -3.34 4.70
H -1.76 -1.73 4.09
H 0.08 -2.50 6.48
H 1.41 -2.05 4.28
H 1.57 -0.67 5.45
H 0.52 -0.57 4.10
H -1.12 -0.01 5.82
O 0.87 6.01 -0.07
C 0.74 4.86 0.30
N 1.09 3.82 -0.49
C 0.19 4.52 1.69
H 1.67 3.97 -1.30
H 0.58 2.94 -0.47
H 0.73 5.18 2.36
H 0.47 3.47 1.81
H -0.89 4.60 1.76
O 4.24 2.00 4.10
C 3.48 1.38 3.35
N 2.14 1.49 3.49
C 4.05 0.34 2.41
H 1.77 2.31 3.94
H 1.63 0.94 2.79
H 4.76 0.82 1.74
H 3.37 -0.14 1.71
H 4.49 -0.45 3.01
O 0.54 0.22 -4.15
C 0.88 1.34 -4.51
N 2.14 1.80 -4.29
C -0.11 2.35 -5.01
H 2.80 1.24 -3.78
H 2.36 2.77 -4.45
H -0.10 3.30 -4.48
H -1.12 1.96 -4.91
H 0.10 2.47 -6.08
O -2.10 -1.32 -3.05
C -3.15 -0.73 -2.79
N -3.44 -0.27 -1.58
C -4.13 -0.53 -3.93
H -4.35 0.14 -1.43
H -2.73 -0.16 -0.86
H -4.99 0.08 -3.64
H -4.31 -1.49 -4.38
H -3.61 0.08 -4.67
O 2.96 -1.81 -4.27
C 4.00 -1.18 -4.22
N 4.38 -0.51 -3.11
C 4.85 -0.95 -5.45
H 3.94 -0.76 -2.23
H 5.07 0.21 -3.00
H 5.92 -0.90 -5.23
H 4.55 -0.06 -6.00
H 4.74 -1.85 -6.05
O -0.77 -4.25 -1.80
C -1.38 -4.37 -0.72
N -1.11 -3.57 0.33
C -2.38 -5.49 -0.58
H -1.31 -3.94 1.24
H -0.54 -2.75 0.21
H -2.41 -5.87 0.45
H -2.29 -6.28 -1.30
H -3.32 -4.92 -0.58
O 2.35 -3.85 -2.35
C 2.95 -4.56 -1.55
N 4.04 -5.25 -1.92
C 2.40 -4.83 -0.17
H 4.36 -5.09 -2.87
H 4.65 -5.71 -1.27
H 3.20 -5.34 0.37
H 1.61 -5.57 -0.18
H 2.07 -3.91 0.29
```

Computed properties:
Energy: -5859.078911 a.u.
LUMO: -12.176 eV
Total charge: +2
HOMO level: -13.8 eV



[4]
Formula: C22H55BFNNbO9S
Source: the Open Molecules 2025 dataset
Level of theory: ωB97M-V/def2-TZVPD

The geometry in XYZ format:
```
91
C22H55BFNNbO9S (ωB97M-V/def2-TZVPD)
C -1.23 0.43 0.45
C 0.05 -0.42 0.89
O 0.85 -0.93 -0.21
B 1.41 0.17 -0.97
O 0.95 0.35 -2.35
Nb 2.99 1.67 -0.12
C 3.80 0.02 1.23
C 4.54 0.55 2.56
N 4.10 1.92 3.01
C 2.05 3.24 -1.46
C 2.48 4.76 -1.16
C 2.53 5.15 0.39
C 1.11 4.96 1.15
S -0.07 6.36 0.88
O -1.09 5.97 -0.18
O -0.89 6.70 2.12
O 0.67 7.79 0.39
C 4.47 0.95 -1.73
C 4.10 -0.48 -2.32
O 3.78 -0.53 -3.53
F 4.13 -1.70 -1.59
H -2.14 0.17 1.12
H -1.54 0.32 -0.64
H -1.00 1.54 0.62
H 0.67 0.17 1.65
H -0.35 -1.35 1.45
H -0.01 0.62 -2.25
H 4.30 2.77 0.48
H 1.87 2.18 1.22
H 2.94 -0.68 1.55
H 4.54 -0.63 0.66
H 5.68 0.58 2.46
H 4.30 -0.16 3.44
H 4.14 1.93 4.04
H 4.74 2.60 2.60
H 0.91 3.07 -1.45
H 2.37 3.00 -2.55
H 1.68 5.44 -1.65
H 3.47 5.02 -1.70
H 2.73 6.29 0.42
H 3.40 4.68 0.97
H 1.38 4.98 2.27
H 0.61 3.98 0.85
H 1.40 8.03 1.01
H 4.51 1.72 -2.57
H 5.55 0.87 -1.32
C -2.99 -3.56 -0.74
C -2.82 -3.44 0.77
O -3.58 -2.39 1.34
C -4.98 -2.46 1.18
C -5.60 -3.71 1.78
H -2.71 -2.62 -1.23
H -2.35 -4.36 -1.13
H -4.02 -3.78 -1.02
H -1.77 -3.23 0.99
H -3.05 -4.39 1.26
H -5.25 -2.36 0.12
H -5.40 -1.59 1.69
H -5.22 -4.62 1.31
H -6.69 -3.70 1.66
H -5.37 -3.78 2.85
C -0.58 2.90 -6.02
C -1.24 1.74 -5.29
O -1.73 2.09 -4.00
C -2.72 3.11 -3.96
C -3.98 2.76 -4.75
H 0.25 3.31 -5.42
H -0.18 2.57 -6.98
H -1.28 3.71 -6.21
H -0.49 0.96 -5.13
H -2.03 1.30 -5.89
H -2.30 4.06 -4.30
H -2.99 3.24 -2.91
H -3.77 2.63 -5.81
H -4.72 3.56 -4.65
H -4.42 1.83 -4.38
C -0.24 -7.77 4.73
C -0.97 -7.30 3.48
O -1.41 -5.95 3.56
C -0.40 -4.97 3.74
C 0.63 -4.94 2.63
H -0.88 -7.66 5.61
H 0.04 -8.82 4.64
H 0.67 -7.19 4.92
H -1.86 -7.91 3.35
H -0.35 -7.45 2.59
H 0.08 -5.09 4.72
H -0.91 -4.00 3.77
H 1.18 -5.89 2.56
H 1.36 -4.15 2.80
H 0.15 -4.78 1.66
```

Computed properties:
Energy: -2182.717841 a.u.
LUMO: 1.756 eV
Total charge: -1
HOMO level: -4.7 eV



[5]
Formula: C22H56B3NO10Si
Source: the Open Molecules 2025 dataset
Level of theory: ωB97M-V/def2-TZVPD

The geometry in XYZ format:
```
93
C22H56B3NO10Si (ωB97M-V/def2-TZVPD)
C 4.69 -4.55 -0.27
C 3.39 -5.15 -0.70
C 2.78 -4.93 -2.22
B 1.28 -4.16 -2.21
O 0.04 -4.80 -1.74
B -0.93 -3.83 -1.21
C -2.53 -4.24 -0.88
O -3.19 -3.11 -0.15
N -3.49 -3.50 1.12
O -4.68 -3.20 1.25
O -0.60 -2.39 -0.90
B 0.68 -2.01 -1.53
Si 1.82 -0.53 -0.96
C 2.19 0.51 -2.55
C 3.38 -1.32 -0.15
C 1.00 0.64 0.33
O 1.17 -2.77 -2.73
H 5.52 -4.13 -0.98
H 4.90 -4.53 0.90
H 2.73 -5.80 0.05
H 2.71 -5.98 -2.75
H 3.57 -4.27 -2.82
H -3.14 -4.36 -1.88
H -2.56 -5.21 -0.21
H 1.17 1.08 -2.81
H 3.01 1.32 -2.37
H 2.40 -0.21 -3.45
H 3.74 -0.60 0.73
H 3.03 -2.37 0.30
H 4.25 -1.59 -0.90
H 1.55 0.47 1.37
H -0.15 0.48 0.47
H 1.21 1.76 -0.03
C 6.62 3.35 -1.52
C 5.37 2.65 -1.01
C 4.62 3.51 -0.02
O 5.75 1.42 -0.38
H 7.31 3.57 -0.70
H 7.16 2.71 -2.23
H 6.36 4.29 -2.03
H 4.72 2.40 -1.85
H 5.24 3.74 0.86
H 3.73 2.99 0.35
H 4.30 4.46 -0.48
H 6.33 1.64 0.37
C -3.18 1.26 2.33
C -3.36 2.03 1.03
C -4.75 1.84 0.45
O -2.39 1.59 0.09
H -3.31 0.18 2.16
H -2.17 1.40 2.73
H -3.91 1.58 3.08
H -3.18 3.10 1.22
H -4.93 0.78 0.22
H -4.86 2.39 -0.48
H -5.52 2.18 1.15
H -2.54 0.65 -0.08
C -7.77 4.42 -3.39
C -7.81 3.60 -2.11
C -9.11 3.82 -1.36
O -6.71 3.97 -1.28
H -7.84 5.49 -3.17
H -6.82 4.27 -3.92
H -8.59 4.15 -4.06
H -7.69 2.54 -2.35
H -9.22 4.87 -1.07
H -9.12 3.23 -0.43
H -9.97 3.53 -1.97
H -6.81 4.91 -1.06
C 7.19 6.95 2.28
C 7.50 5.49 2.59
C 8.36 5.37 3.84
O 8.18 4.90 1.48
H 8.11 7.51 2.08
H 6.58 7.03 1.37
H 6.66 7.43 3.10
H 6.57 4.94 2.73
H 9.33 5.87 3.70
H 8.59 4.32 4.04
H 7.86 5.80 4.71
H 9.01 5.39 1.35
C -5.71 -8.81 1.68
C -4.58 -7.79 1.72
C -5.10 -6.38 1.53
O -3.64 -8.09 0.68
H -6.23 -8.79 0.72
H -5.31 -9.82 1.80
H -6.44 -8.62 2.48
H -4.05 -7.86 2.67
H -5.60 -6.27 0.56
H -4.28 -5.65 1.55
H -5.81 -6.11 2.32
H -4.11 -8.02 -0.17
```

Computed properties:
Energy: -2043.001233 a.u.
LUMO: -0.243 eV
Total charge: 0
HOMO level: -9.1 eV